The following is a DFT calculation (wB97M-V/def2-TZVPD) of the molecule C13H17BN2O5.

Last column: Mulliken charge in e.
Cartesian coordinates (Å):
C 1.899 -0.586 2.835  -0.099
O 1.174 -1.838 3.021  -0.460
B 0.891 -2.400 1.747  0.519
O 1.758 -3.365 1.173  -0.530
C -0.408 -1.917 0.896  0.207
C -1.296 -2.915 0.215  -0.450
N -2.391 -2.644 -0.556  -0.627
C -2.593 -1.265 -0.582  0.354
C -3.773 -0.763 -1.385  -0.378
C -4.146 0.639 -1.486  -0.450
C -3.315 1.674 -0.784  -0.612
C -2.147 1.224 -0.011  0.522
C -1.194 2.256 0.716  -0.710
O -0.334 2.974 -0.181  -0.410
C 0.667 2.158 -0.749  -0.108
O 1.874 2.080 0.027  -0.361
C 2.922 1.541 -0.796  -0.568
C 2.804 -0.010 -1.030  0.154
O 2.157 -0.320 -2.304  -0.539
C -1.771 -0.243 0.100  0.137
N -0.639 -0.566 0.840  -0.010
H 3.019 -0.737 2.904  0.220
H 1.537 0.169 3.585  0.242
H 1.711 -0.147 1.810  -0.220
H 1.826 -3.132 0.225  0.322
H -1.038 -4.004 0.352  0.364
H -4.396 -1.507 -1.938  0.376
H -5.037 0.921 -2.110  0.333
H -3.518 2.774 -0.810  0.396
H -0.620 1.779 1.557  0.211
H -1.886 3.016 1.193  0.446
H 0.342 1.109 -0.996  0.239
H 0.948 2.645 -1.738  0.271
H 3.904 1.724 -0.279  0.322
H 2.979 2.026 -1.812  0.336
H 2.189 -0.541 -0.239  -0.154
H 3.816 -0.515 -1.067  0.404
H 2.082 -1.293 -2.343  0.312

Forces on atoms 1 to 3 (eV/Å):
C 0.323 0.603 -0.427
O 0.068 -0.167 -1.913
B 0.572 -0.044 0.602

Summary:
- HOMO energy (eV) = -8.99
- structure (SMILES) = COB(O)c1cnc2cccc(COCOCCO)c2n1
- ΔE to the lowest compared entry with this formula, charge and spin (kcal/mol) = 31.8
- gap between HOMO and LUMO (eV) = 8.03



The following is a DFT calculation (wB97M-V/def2-TZVPD) of a cluster of 2 separate species, C3H6O in total.

Last column: Mulliken charge in e.
Cartesian coordinates (Å):
C 0.578 0.468 0.624  -0.580
C 0.713 -0.587 -0.480  -0.512
C -0.561 -0.337 0.184  0.243
O -1.418 -1.140 0.798  -0.428
H 1.010 0.276 1.601  0.258
H 0.643 1.503 0.327  0.210
H 0.855 -0.224 -1.486  0.211
H 1.222 -1.518 -0.276  0.248
H -2.353 1.384 -1.548  0.001
H -1.833 -0.715 1.564  0.349

Forces on atoms 1 to 3 (eV/Å):
C -0.027 0.024 0.490
C -0.313 -0.463 0.058
C 0.013 1.529 -1.032

Summary:
- HOMO energy (alpha / beta) (eV) = -10.50 / -7.21
- ΔE to the lowest compared entry with this formula, charge and spin (kcal/mol) = 135.6
- gap between HOMO and LUMO (alpha / beta) (eV) = 11.24 / 7.12